(1)
The following is a quantum chemistry calculation of a 5-piece molecular cluster, C27H63BrNO9P overall at a distorted geometry, from OMol25.

Results
Structure (SMILES): [H]/N=C(\C)CP(CCCCOC)C[C@@H](C)Br.COCCOC.COCCOC.COCCOC.COCCOC
HOMO level, eV: -8.3

Structure (ORCA input):
```
! RIJCOSX wB97M-V def2-TZVPD def2/J DEFGRID3
* xyz 0 1
C -3.1116 2.4906 0.7945
O -2.1950 3.4885 0.4205
C -1.0415 2.9617 -0.2414
C -0.2265 2.0828 0.6880
C 1.2624 2.0426 0.3364
C 1.9226 0.7863 0.9645
P 1.5933 0.6258 2.7779
C 1.6666 -1.1898 3.1958
C 0.4004 -1.9425 2.9577
C -0.6149 -1.4976 1.9432
N 0.2436 -2.9904 3.6308
C 3.1645 1.2508 3.5554
C 3.1384 2.7459 3.8175
C 1.9289 3.2510 4.5629
Br 4.7318 3.1620 4.9011
H -4.0577 2.9811 0.9925
H -3.2770 1.7862 -0.0213
H -2.8248 1.9749 1.7074
H -1.3938 2.4158 -1.1183
H -0.4769 3.8279 -0.5632
H -0.6010 1.0682 0.6974
H -0.3363 2.4897 1.6849
H 1.4037 2.0480 -0.7341
H 1.7678 2.8971 0.7693
H 1.6894 -0.1179 0.4114
H 2.9975 0.9203 0.8508
H 2.4711 -1.6527 2.6252
H 1.9598 -1.2534 4.2304
H -1.2976 -0.7494 2.3292
H -1.1814 -2.3667 1.6473
H -0.1498 -1.0978 1.0531
H -0.6384 -3.4444 3.3967
H 3.9671 1.0602 2.8536
H 3.3159 0.6864 4.4648
H 3.2519 3.2748 2.8815
H 1.9733 4.3285 4.5860
H 1.9517 2.8965 5.5852
H 0.9930 2.9203 4.1329
C 3.6605 -2.5347 -4.6382
O 2.2885 -2.8839 -4.6545
C 1.8683 -3.5633 -3.4768
C 1.1059 -2.6429 -2.5526
O 1.9429 -1.6334 -2.0034
C 1.7762 -0.3731 -2.6298
H 3.8463 -1.8838 -5.4915
H 3.9304 -2.0036 -3.7219
H 4.2853 -3.4290 -4.7388
H 2.7243 -4.0026 -2.9565
H 1.2110 -4.3795 -3.7889
H 0.7151 -3.2295 -1.7144
H 0.2561 -2.1962 -3.0785
H 0.8023 0.0543 -2.3635
H 1.8581 -0.4475 -3.7170
H 2.5594 0.2911 -2.2653
C 0.2818 -9.8533 -2.5272
O -0.6564 -9.4431 -3.5065
C -1.1940 -8.1526 -3.2625
C -0.5648 -7.1095 -4.1581
O 0.8037 -6.9007 -3.8380
C 1.6885 -7.5264 -4.7521
H 0.7535 -10.7671 -2.8847
H 1.0527 -9.0959 -2.3659
H -0.2228 -10.0686 -1.5792
H -1.0706 -7.8740 -2.2116
H -2.2666 -8.2014 -3.4763
H -1.0825 -6.1559 -4.0062
H -0.6784 -7.3905 -5.2089
H 1.6679 -7.0120 -5.7187
H 1.4390 -8.5804 -4.8944
H 2.6942 -7.4548 -4.3404
C -0.7638 0.8674 -5.4012
O -0.7842 1.8538 -4.3814
C -0.6729 3.1742 -4.8952
C -2.0090 3.8818 -4.9052
O -2.9029 3.2978 -5.8407
C -3.8820 2.4714 -5.2371
H -1.0167 -0.0903 -4.9483
H -1.4874 1.0889 -6.1889
H 0.2395 0.7934 -5.8344
H -0.2404 3.1628 -5.8998
H 0.0111 3.7220 -4.2385
H -1.8550 4.9222 -5.2090
H -2.4449 3.8845 -3.9015
H -4.6042 3.0767 -4.6789
H -3.4296 1.7353 -4.5674
H -4.4080 1.9466 -6.0329
C -1.9354 4.5207 5.3593
O -1.0210 5.2900 6.1219
C -1.6235 6.4278 6.7212
C -1.8850 6.2073 8.1939
O -2.8862 5.2230 8.4062
C -2.3604 3.9672 8.7970
H -1.4382 3.5934 5.0764
H -2.8345 4.2806 5.9321
H -2.2135 5.0590 4.4468
H -2.5517 6.6910 6.2055
H -0.9248 7.2630 6.6078
H -2.2510 7.1418 8.6315
H -0.9580 5.9345 8.7069
H -1.9639 4.0174 9.8168
H -1.5735 3.6314 8.1169
H -3.1759 3.2460 8.7752
*
```

=====

(2)
The following is a quantum chemistry calculation of a 6-piece molecular cluster, C27H63N3O6 overall at a distorted geometry, from OMol25.

Results
Structure (SMILES): CC1(C)CCCC(C)(C)N1O.CC1(C)CCCC(C)(C)N1O.CC1(C)CCCC(C)(C)N1O.O.O.O
HOMO level, eV: -8.1
ΔE to the lowest compared entry with this formula, charge and spin, kcal/mol: 69.3

Structure (ORCA input):
```
! RIJCOSX wB97M-V def2-TZVPD def2/J DEFGRID3
* xyz 0 1
C 0.9767 0.1918 4.2313
C 0.4541 0.2829 5.6424
C 0.9986 -0.9736 6.3223
C 2.5378 -0.8304 6.6986
C 2.7111 0.4391 7.5724
C 2.3560 1.6425 6.7671
N 0.9331 1.4823 6.3473
O 0.3124 2.6634 5.9515
C 2.4465 2.8562 7.7752
C 3.3644 2.0188 5.6004
C -1.1487 0.2103 5.6634
H 0.1998 -0.2979 3.6442
H 1.9557 -0.2793 4.1439
H 0.8727 1.2244 3.8978
H 0.3826 -1.3310 7.1475
H 0.7800 -1.7911 5.6353
H 3.3227 -0.9711 5.9554
H 2.9265 -1.7330 7.1701
H 3.7234 0.3457 7.9657
H 2.1314 0.3358 8.4897
H 2.2030 3.7411 7.1872
H 1.7435 2.8147 8.6072
H 3.4023 3.0044 8.2777
H 2.8559 2.6719 4.8912
H 4.3182 2.4559 5.8961
H 3.7932 1.1996 5.0233
H -1.4816 0.4899 6.6630
H -1.4932 -0.8230 5.6218
H -1.5063 0.8908 4.8908
H 0.7039 2.8601 5.0973
C -1.5523 -4.5205 -3.7058
C -2.9405 -4.8123 -3.1528
C -2.8538 -4.2884 -1.6765
C -4.2695 -4.2027 -1.0454
C -5.1341 -3.3065 -1.9914
C -5.2605 -3.7385 -3.5191
N -3.8503 -4.0002 -3.9997
O -3.7087 -4.1353 -5.3907
C -6.1680 -5.0250 -3.6850
C -6.0149 -2.6686 -4.2903
C -3.1612 -6.3572 -3.2909
H -1.1157 -3.5443 -3.4947
H -1.4567 -4.7958 -4.7561
H -0.7565 -5.1014 -3.2394
H -2.2446 -4.9286 -1.0384
H -2.3966 -3.2992 -1.6537
H -4.2801 -3.8126 -0.0277
H -4.6501 -5.2128 -0.8942
H -4.6115 -2.3563 -2.1011
H -6.1133 -3.0364 -1.5961
H -6.0721 -5.7253 -2.8552
H -7.2348 -4.8053 -3.7286
H -5.8716 -5.7419 -4.4506
H -7.0072 -2.4355 -3.9041
H -5.4971 -1.7121 -4.2194
H -6.1108 -2.7991 -5.3682
H -3.1972 -6.6884 -4.3287
H -4.1073 -6.6801 -2.8563
H -2.2601 -6.8542 -2.9315
H -3.1931 -3.3448 -5.5665
C 2.6273 4.8819 -4.7176
C 1.8469 4.3702 -3.4237
C 2.2644 5.2598 -2.2453
C 1.3021 5.2338 -1.0685
C -0.1631 5.7340 -1.4743
C -0.6849 4.9652 -2.7664
N 0.3836 4.7712 -3.7717
O -0.0396 4.2350 -4.9616
C -1.3702 3.6332 -2.4250
C -1.8369 5.7654 -3.3795
C 2.0476 2.9076 -3.0604
H 2.2890 5.8712 -5.0258
H 2.3812 4.1674 -5.5031
H 3.7118 4.9809 -4.6704
H 3.1833 4.8591 -1.8173
H 2.5279 6.2897 -2.4862
H 1.6686 5.7052 -0.1567
H 1.3095 4.1967 -0.7332
H -0.1984 6.8212 -1.5431
H -0.7408 5.2625 -0.6793
H -2.3583 3.6336 -1.9648
H -1.4786 2.9167 -3.2393
H -0.6998 3.1367 -1.7235
H -1.5021 6.7876 -3.5560
H -2.2044 5.3332 -4.3103
H -2.6728 5.8216 -2.6822
H 1.6235 2.5419 -2.1252
H 3.0998 2.6277 -3.1120
H 1.6264 2.1854 -3.7598
H 0.1022 3.3082 -4.7553
O 6.5822 -5.4565 -2.4917
H 6.9813 -5.2821 -3.3441
H 7.2312 -5.1538 -1.8565
O 8.6243 -2.9016 1.8983
H 7.7418 -2.5891 1.6992
H 9.1063 -2.1143 2.1515
O 4.1279 -2.9502 -0.0311
H 3.2264 -3.0836 -0.3239
H 4.6482 -3.5343 -0.5827
*
```

=====

What is the HOMO level in the first record?
-8.3 eV

=====

What is the formula in the first record?
C27H63BrNO9P

=====

Among the records above, which one has the highest HOMO level?
C27H63N3O6